# 1
{"formula": "C7H19N3O3Rb", "method": "wB97M-V/def2-TZVPD", "spin_multiplicity": 1, "charge": 1, "elements": ["Rb", "C", "O", "C", "C", "N", "C", "C", "O", "C", "H", "H", "H", "H", "H", "H", "H", "H", "H", "H", "H", "H", "H", "H", "H", "C", "O", "N", "N", "H", "H", "H", "H"], "xyz": [[-0.8425, -0.9226, -1.6367], [0.5175, 1.9242, -3.4982], [-0.2337, 1.7914, -2.2921], [0.4335, 2.4634, -1.2023], [0.1013, 1.9405, 0.1627], [0.7153, 0.6530, 0.5122], [0.0930, 0.0104, 1.6685], [-0.1003, 0.8718, 2.8991], [-1.3032, 1.5939, 2.7648], [-1.5443, 2.4570, 3.8538], [-0.1747, 1.9397, -4.3406], [1.1071, 1.0016, -3.6080], [1.1983, 2.7684, -3.5802], [0.1207, 3.5093, -1.2880], [1.5175, 2.4591, -1.3609], [-0.9765, 1.8180, 0.3191], [0.3429, 2.7299, 0.8872], [1.7046, 0.7605, 0.6955], [0.7622, -0.8091, 1.9459], [-0.8725, -0.4498, 1.4348], [0.7604, 1.5507, 3.0025], [-0.1328, 0.2301, 3.7880], [-2.5270, 2.9117, 3.7231], [-0.8165, 3.2774, 3.8594], [-1.5590, 1.9394, 4.8163], [0.1972, -4.3635, -1.4160], [0.2142, -3.2656, -0.8470], [1.3606, -4.9966, -1.7302], [-0.9496, -5.0266, -1.7583], [1.3586, -5.9491, -2.0492], [2.2333, -4.5172, -1.6152], [-0.8718, -5.7308, -2.4726], [-1.8342, -4.5705, -1.6373]], "forces_ev_per_angstrom": [[0.0, 0.3, 0.1], [-0.3, -1.3, -0.5], [0.7, 0.3, 0.4], [-0.1, 0.6, -0.6], [-0.5, -0.1, 0.6], [-0.5, 0.1, -0.5], [0.7, -0.4, 0.4], [0.0, 0.0, 0.0], [-0.1, -0.1, 0.1], [-0.3, 0.5, -0.1], [-0.1, 0.2, 0.1], [0.2, 0.2, -0.1], [-0.2, 0.2, 0.4], [0.1, 0.0, 0.3], [0.0, -0.2, 0.0], [0.0, 0.1, -0.4], [0.2, 0.0, -0.1], [0.0, 0.1, -0.1], [-0.1, -0.1, 0.0], [0.0, 0.1, -0.2], [-0.1, 0.0, 0.1], [0.0, 0.1, 0.1], [0.0, -0.1, -0.1], [0.1, -0.1, 0.2], [0.2, -0.1, 0.0], [0.6, 0.3, 0.3], [-0.4, -0.3, -0.3], [-0.6, -0.2, -0.2], [0.6, 0.0, -0.1], [0.2, 0.0, 0.0], [0.0, 0.0, 0.2], [-0.3, 0.0, 0.1], [0.0, 0.0, 0.1]]}

# 2
{"formula": "C5H9NS", "method": "wB97M-V/def2-TZVPD", "spin_multiplicity": 1, "charge": 0, "elements": ["C", "C", "C", "C", "C", "H", "H", "H", "H", "H", "H", "H", "H", "H", "N", "S"], "xyz": [[0.7678, -0.0416, -0.1140], [0.0029, 1.3180, -0.1668], [-1.1289, -0.6742, -0.0082], [-0.0177, -0.7592, 1.0351], [-0.0655, -0.9221, -1.0965], [2.5855, 1.0568, 0.6791], [0.2732, 1.8253, -1.1051], [0.1751, 2.0290, 0.6079], [-2.0055, 1.1644, 0.4913], [-2.0188, -1.2295, 0.0915], [0.3704, -1.7783, 1.1715], [-0.1751, -0.2776, 2.0153], [0.3454, -1.9221, -1.1400], [-0.3461, -0.5583, -2.1274], [-1.3448, 0.7825, -0.2152], [2.5820, -0.0130, -0.1187]], "forces_ev_per_angstrom": [[0.2, 0.6, 0.8], [0.7, -0.8, -1.8], [0.7, 0.7, -0.2], [0.4, -0.4, 0.1], [-0.3, 0.6, -0.7], [0.3, 0.1, 0.1], [-0.2, 0.0, 0.1], [0.3, 0.2, 1.0], [1.0, -0.3, -0.6], [-1.1, -0.6, -0.1], [-0.2, 0.3, 0.0], [0.2, 0.0, -0.5], [-0.1, -0.3, 0.1], [0.6, -0.2, 1.1], [-2.0, -0.1, 0.8], [-0.6, 0.1, -0.2]]}

# 3
{"formula": "C4H2N4", "method": "wB97M-V/def2-TZVPD", "spin_multiplicity": 1, "smiles": "N#Cc1cnncn1", "charge": 0, "elements": ["C", "C", "C", "C", "H", "H", "N", "N", "N", "N"], "xyz": [[-2.1318, 0.0671, -0.0984], [-0.6931, 0.0237, -0.1713], [0.1532, 1.2551, -0.2133], [1.0785, -1.1502, 0.0782], [-0.0258, 2.2643, -0.3388], [1.5851, -2.0780, 0.1722], [-3.3259, -0.0455, 0.4372], [1.5161, 1.0022, 0.1265], [2.0551, -0.1822, 0.3835], [-0.2114, -1.1564, -0.3758]], "forces_ev_per_angstrom": [[-11.3, -0.8, 5.5], [-0.5, 5.0, -1.9], [3.3, -6.5, 2.5], [2.6, -0.8, -0.5], [-1.0, 1.7, -0.2], [-0.2, -1.2, -0.3], [11.0, 1.2, -5.3], [-1.6, 2.1, -1.0], [-5.8, -0.1, -1.2], [3.5, -0.5, 2.4]]}

Summary of ΔE to the lowest compared entry with this formula, charge and spin in eV
0.537, 1.365, 4.072
(order as listed above)
Summary of frontier orbital gap in eV
9.2, 9.5, 8.7
(order as listed above)